No. 1
This record from OMol25 describes a 12-piece molecular cluster, C36H90O42P6 overall in a non-equilibrium geometry. The level of theory is ωB97M-V with the def2-TZVPD basis set.

The geometry in XYZ format:
```
174
Properties=species:S:1:pos:R:3
P 16.03 14.11 9.00
P 17.32 13.55 0.68
P 19.27 18.34 4.47
P 20.40 10.84 12.28
P 24.26 8.17 4.72
P 10.21 11.73 6.84
O 20.12 4.78 5.07
O 9.53 12.20 5.49
O 18.75 18.87 3.08
O 9.65 10.50 7.36
O 21.57 16.90 8.75
O 15.53 7.70 2.92
O 23.33 15.23 5.10
O 19.50 12.90 5.75
O 14.76 13.39 8.40
O 19.14 10.91 6.75
O 18.30 19.00 5.49
O 23.14 8.16 5.82
O 23.00 11.67 2.97
O 13.43 8.01 2.56
O 17.49 12.20 5.89
O 21.01 9.41 12.52
O 11.76 11.75 6.58
O 21.30 14.70 8.37
O 19.23 4.34 7.09
O 18.29 12.34 0.33
O 19.06 10.73 13.08
O 16.06 12.83 1.29
O 23.18 11.53 0.72
O 14.60 9.64 3.59
O 20.71 18.50 4.67
O 23.43 8.56 3.43
O 21.58 10.47 1.65
O 19.88 10.81 10.78
O 22.29 15.50 10.23
O 16.60 14.84 7.73
O 18.80 16.85 4.61
O 25.11 6.98 4.65
O 21.26 11.98 12.59
O 24.15 16.89 6.38
O 16.76 14.08 -0.70
O 24.29 14.86 7.11
O 17.05 12.92 9.19
O 25.08 9.48 5.11
O 17.91 14.60 1.50
O 15.79 14.94 10.18
O 19.25 6.38 6.40
O 10.10 13.00 7.75
C 18.74 11.90 6.20
C 24.27 12.45 0.76
C 16.38 13.16 -1.72
C 12.30 8.87 2.46
C 19.59 5.13 6.09
C 23.87 15.61 6.11
C 24.01 17.81 5.29
C 23.71 8.03 2.13
C 24.19 13.46 6.96
C 21.04 17.23 7.46
C 12.35 10.87 5.61
C 22.67 9.43 6.34
C 22.64 11.26 1.90
C 19.49 12.60 -0.36
C 18.53 11.83 13.82
C 19.56 15.75 4.13
C 18.71 20.12 6.28
C 16.84 8.15 3.25
C 14.53 8.55 3.07
C 16.04 12.39 2.64
C 19.81 7.39 5.56
C 19.62 18.75 1.94
C 22.84 14.23 10.49
C 20.82 10.03 2.78
C 13.57 14.16 8.27
C 21.70 15.62 9.03
C 17.10 12.25 10.47
C 8.91 13.80 7.79
C 16.47 11.26 6.25
C 9.23 11.31 4.44
C 26.39 9.68 4.58
C 17.97 15.27 7.72
C 20.87 10.97 9.74
C 19.45 2.95 6.87
C 22.43 9.22 12.53
C 20.91 12.73 5.73
H 24.65 7.48 2.06
H 12.68 11.49 4.78
H 19.96 17.17 7.51
H 9.10 10.29 4.83
H 23.18 13.11 7.20
H 16.90 12.73 3.22
H 23.91 18.80 5.72
H 16.76 10.28 5.88
H 20.68 8.95 2.73
H 19.32 15.52 3.09
H 19.08 18.30 1.11
H 19.96 19.75 1.70
H 27.07 9.76 5.43
H 21.50 16.62 6.69
H 8.34 13.52 8.68
H 19.39 12.47 -1.44
H 17.22 8.81 2.47
H 19.54 8.31 6.06
H 18.11 15.74 6.75
H 20.95 12.02 9.47
H 23.03 10.27 5.74
H 8.29 11.60 3.96
H 19.35 14.89 4.76
H 17.45 7.25 3.32
H 22.97 10.13 12.79
H 24.72 12.45 -0.22
H 11.53 8.27 1.99
H 23.62 13.93 9.79
H 18.04 16.13 8.41
H 19.85 10.52 2.70
H 15.32 12.93 -1.70
H 24.91 17.77 4.68
H 9.97 11.35 3.64
H 13.11 13.95 7.30
H 9.21 14.84 7.90
H 18.69 14.53 8.03
H 21.32 10.32 3.70
H 19.03 2.64 5.90
H 19.91 13.59 -0.15
H 20.64 15.96 4.18
H 21.34 13.73 5.68
H 16.37 11.29 7.33
H 15.96 11.31 2.75
H 17.83 20.75 6.44
H 13.16 10.29 6.04
H 12.86 13.92 9.06
H 8.34 13.74 6.87
H 11.63 10.14 5.27
H 17.72 12.86 11.13
H 11.91 9.11 3.45
H 20.59 10.38 8.87
H 22.08 13.45 10.51
H 26.40 10.61 4.01
H 24.84 12.99 7.70
H 16.10 12.12 10.87
H 25.01 12.15 1.51
H 19.20 12.69 13.81
H 18.32 11.46 14.82
H 19.08 19.76 7.24
H 23.93 13.44 1.04
H 15.54 11.57 5.79
H 20.49 18.13 2.15
H 26.73 8.89 3.91
H 18.93 2.36 7.61
H 20.51 2.72 6.78
H 12.52 9.78 1.90
H 17.56 11.28 10.33
H 21.27 18.28 7.31
H 17.59 12.13 13.35
H 17.02 12.28 -1.74
H 23.26 14.25 11.50
H 21.59 9.42 6.37
H 19.47 20.71 5.78
H 23.13 9.58 7.32
H 19.31 7.39 4.59
H 22.65 8.46 13.27
H 20.90 7.35 5.48
H 15.15 12.75 3.16
H 22.91 7.37 1.81
H 21.83 10.59 10.09
H 20.28 11.92 -0.04
H 24.50 13.11 5.97
H 22.72 8.85 11.54
H 16.61 13.64 -2.68
H 23.71 8.85 1.42
H 23.09 17.63 4.75
H 16.83 8.73 4.17
H 21.29 12.21 6.61
H 21.22 12.20 4.83
H 13.71 15.25 8.29
```

As for the net charge: 0. Its structure (SMILES) is COP(=O)(OC)OC.COP(=O)(OC)OC.COP(=O)(OC)OC.COP(=O)(OC)OC.COP(=O)(OC)OC.COP(=O)(OC)OC.COC(=O)OC.COC(=O)OC.COC(=O)OC.COC(=O)OC.COC(=O)OC.COC(=O)OC. The value obtained for the gap between HOMO and LUMO is 0.383 Ha. Its LUMO energy is 0.0117 Ha.

Löwdin population analysis, charges in e, atoms 1 to 5: number 1, P, carries 0.31; number 2, P, carries 0.34; number 3, P, carries 0.31; number 4, P, carries 0.33; number 5, P, carries 0.35

***

No. 2
This record from OMol25 describes a 2-piece molecular cluster, C5H12N2O overall in a non-equilibrium geometry. The level of theory is ωB97M-V with the def2-TZVPD basis set.

The geometry in XYZ format:
```
20
Properties=species:S:1:pos:R:3
O -2.29 1.78 0.84
N 0.81 0.48 -0.12
N -2.33 -0.51 0.24
C 0.20 0.43 1.47
C -2.17 0.62 0.70
C 0.52 -0.72 -0.82
C 0.41 1.66 -0.84
C 1.40 -1.90 -0.41
H 2.45 -1.68 -0.62
H 0.46 2.53 -0.19
H -0.57 -0.97 -0.61
H -0.61 1.61 -1.26
H -3.17 -0.86 -0.18
H -0.61 -0.10 2.00
H 0.37 1.45 1.80
H 1.11 1.80 -1.67
H 1.30 -2.11 0.65
H 1.12 -2.79 -0.97
H 0.58 -0.55 -1.90
H 1.01 -0.17 1.88
```

As for the net charge: 0. Its structure (SMILES) is CCN(C)C.N=C=O. The value obtained for the gap between HOMO and LUMO is 0.331 Ha. Its LUMO energy is 0.0235 Ha.

Löwdin population analysis, charges in e, atoms 1 to 5: number 1, O, carries 0.15; number 2, N, carries -0.19; number 3, N, carries 0.15; number 4, C, carries -0.04; number 5, C, carries -0.43

***

No. 3
This record from OMol25 describes C3H6CuO5 as an isolated structure in a non-equilibrium geometry. The level of theory is ωB97M-V with the def2-TZVPD basis set.

The geometry in XYZ format:
```
15
Properties=species:S:1:pos:R:3
Cu 0.74 -2.04 -6.41
O -1.36 -1.77 -6.36
O -2.32 -1.46 -4.40
O -0.08 -1.68 -4.53
O -3.55 1.63 0.41
O -3.60 -1.02 -1.04
C -3.63 -1.14 -2.41
C -1.19 -1.67 -5.12
C -2.22 -1.25 -2.99
H -3.57 0.60 -0.19
H -1.65 -0.33 -2.80
H -1.69 -2.09 -2.53
H -4.19 -2.04 -2.75
H -3.66 1.42 1.34
H -4.12 -0.27 -2.90
```

As for the net charge: -1. The value obtained for the gap between HOMO and LUMO is 0.151 Ha. Its LUMO energy is 0.0324 Ha.

Löwdin population analysis, charges in e, atoms 1 to 5: number 1, Cu, carries 0.61; number 2, O, carries -0.04; number 3, O, carries 0.01; number 4, O, carries -0.04; number 5, O, carries -0.27

***

No. 4
This record from OMol25 describes C44H60AsF6N4O18S5 as an isolated structure in a non-equilibrium geometry. The level of theory is ωB97M-V with the def2-TZVPD basis set.

The geometry in XYZ format:
```
138
Properties=species:S:1:pos:R:3
As -15.09 -15.19 -24.11
S -14.46 -18.95 -29.14
S -15.51 -8.80 -26.12
S -17.87 -16.21 -17.67
S -16.65 -11.28 -21.22
S -12.18 -16.27 -18.77
F -13.41 -15.75 -24.14
F -14.89 -15.03 -22.39
F -15.62 -16.83 -23.80
F -15.12 -15.40 -25.84
F -16.76 -14.69 -24.17
F -14.63 -13.49 -24.26
O -13.50 -18.44 -30.09
O -19.67 -10.36 -30.40
O -8.97 -17.47 -26.23
O -18.32 -9.68 -28.88
O -11.53 -17.53 -19.02
O -15.55 -21.13 -25.22
O -17.27 -16.04 -16.36
O -15.59 -22.90 -23.99
O -13.46 -16.30 -18.09
O -16.92 -9.07 -25.88
O -19.20 -15.69 -17.90
O -20.39 -22.45 -24.25
O -11.01 -17.67 -26.90
O -15.22 -11.01 -21.40
O -14.86 -20.34 -29.17
O -21.26 -21.88 -26.12
O -17.13 -12.09 -20.11
O -15.09 -7.69 -26.95
N -10.11 -17.05 -26.38
N -15.30 -21.73 -24.19
N -18.93 -10.54 -29.47
N -20.54 -21.68 -25.16
C -17.95 -19.15 -24.33
C -15.97 -17.25 -27.75
C -13.55 -19.33 -21.23
C -17.83 -13.30 -27.26
C -16.54 -17.94 -19.18
C -10.99 -15.24 -17.81
C -14.02 -18.55 -27.44
C -17.55 -9.67 -21.09
C -12.16 -15.26 -20.32
C -18.71 -11.90 -28.96
C -11.10 -14.19 -20.00
C -17.87 -14.39 -28.13
C -9.57 -13.44 -25.54
C -19.82 -20.41 -25.13
C -14.69 -20.95 -23.14
C -14.61 -8.86 -24.52
C -11.63 -15.29 -25.56
C -11.90 -13.97 -25.20
C -9.33 -14.75 -25.91
C -18.68 -20.32 -24.35
C -18.66 -10.81 -22.97
C -18.42 -14.28 -29.40
C -20.31 -19.30 -25.78
C -15.36 -18.29 -26.80
C -13.81 -20.65 -20.94
C -15.97 -17.92 -29.13
C -17.46 -11.73 -22.79
C -13.84 -18.81 -22.49
C -18.23 -12.05 -27.66
C -19.59 -18.09 -25.71
C -10.35 -15.70 -25.93
C -10.13 -14.58 -18.88
C -16.57 -16.61 -19.94
C -16.70 -15.50 -18.88
C -14.38 -19.61 -23.46
C -13.92 -10.22 -24.46
C -18.86 -13.00 -29.78
C -18.40 -18.02 -25.01
C -14.35 -21.50 -21.93
C -18.29 -9.44 -22.40
C -17.71 -17.98 -18.22
C -14.74 -10.30 -26.82
C -10.86 -13.07 -25.18
C -13.56 -10.60 -25.90
H -13.46 -17.61 -27.46
H -14.53 -10.05 -27.85
H -19.52 -11.22 -22.43
H -19.20 -12.85 -30.80
H -12.90 -13.66 -24.93
H -17.66 -15.35 -27.69
H -17.59 -12.81 -22.85
H -15.13 -8.42 -23.68
H -8.72 -12.79 -25.40
H -18.94 -10.74 -24.02
H -19.14 -8.78 -22.26
H -21.15 -19.27 -26.46
H -10.53 -15.84 -17.03
H -10.64 -13.85 -20.93
H -13.84 -8.11 -24.75
H -15.72 -15.32 -18.46
H -11.55 -14.45 -17.30
H -17.62 -8.90 -23.07
H -18.31 -21.18 -23.80
H -9.37 -15.28 -19.23
H -8.32 -15.02 -26.19
H -12.60 -10.12 -26.11
H -17.48 -13.48 -26.25
H -16.81 -18.61 -29.19
H -18.49 -15.10 -30.10
H -11.63 -13.28 -19.68
H -13.13 -18.67 -20.48
H -16.02 -17.38 -30.08
H -15.35 -16.35 -27.75
H -18.61 -18.22 -18.78
H -17.67 -18.59 -17.32
H -14.76 -19.18 -24.37
H -15.96 -19.19 -26.72
H -14.60 -10.93 -23.99
H -13.41 -19.35 -27.01
H -17.75 -17.16 -25.05
H -13.77 -17.75 -22.71
H -14.34 -22.57 -21.79
H -17.17 -14.62 -19.33
H -17.34 -16.58 -20.72
H -15.42 -11.13 -26.66
H -9.63 -13.68 -18.52
H -16.79 -9.00 -20.68
H -15.24 -17.84 -25.81
H -15.56 -17.99 -18.69
H -16.73 -11.49 -23.56
H -13.46 -21.06 -20.00
H -13.32 -11.67 -25.90
H -12.46 -15.98 -25.62
H -19.95 -17.30 -26.36
H -11.01 -12.01 -25.00
H -17.03 -19.11 -23.77
H -15.68 -16.37 -20.53
H -16.93 -16.88 -27.37
H -18.30 -9.87 -20.31
H -11.99 -15.86 -21.21
H -13.12 -14.76 -20.37
H -16.55 -18.77 -19.89
H -13.03 -10.20 -23.84
H -18.06 -11.18 -27.04
```

As for the net charge: -1. The value obtained for the gap between HOMO and LUMO is 0.340 Ha. Its LUMO energy is 0.0413 Ha.

Löwdin population analysis, charges in e, atoms 1 to 5: number 1, As, carries 0.82; number 2, S, carries 0.69; number 3, S, carries 0.70; number 4, S, carries 0.69; number 5, S, carries 0.70

***

Which of these has the highest gap between HOMO and LUMO?
C36H90O42P6